(1)
{
  "formula": "C57H143Ba2ClN10O31S2",
  "method": "the ωB97M-V functional and the def2-TZVPD basis",
  "symbols": ["Ba", "Ba", "C", "C", "O", "N", "H", "H", "C", "H", "H", "H", "H", "H", "H", "Cl", "O", "O", "O", "O", "S", "O", "O", "O", "O", "S", "O", "O", "O", "O", "C", "O", "C", "C", "N", "C", "C", "O", "C", "H", "H", "H", "H", "H", "H", "H", "H", "H", "H", "H", "H", "H", "H", "H", "C", "O", "C", "C", "N", "C", "C", "O", "C", "H", "H", "H", "H", "H", "H", "H", "H", "H", "H", "H", "H", "H", "H", "H", "C", "O", "C", "C", "N", "C", "C", "O", "C", "H", "H", "H", "H", "H", "H", "H", "H", "H", "H", "H", "H", "H", "H", "H", "C", "O", "C", "C", "N", "C", "C", "O", "C", "H", "H", "H", "H", "H", "H", "H", "H", "H", "H", "H", "H", "H", "H", "H", "C", "O", "C", "C", "N", "C", "C", "O", "C", "H", "H", "H", "H", "H", "H", "H", "H", "H", "H", "H", "H", "H", "H", "H", "C", "O", "C", "C", "N", "C", "C", "O", "C", "H", "H", "H", "H", "H", "H", "H", "H", "H", "H", "H", "H", "H", "H", "H", "C", "O", "C", "C", "N", "C", "C", "O", "C", "H", "H", "H", "H", "H", "H", "H", "H", "H", "H", "H", "H", "H", "H", "H", "C", "O", "C", "C", "N", "C", "C", "O", "C", "H", "H", "H", "H", "H", "H", "H", "H", "H", "H", "H", "H", "H", "H", "H", "C", "O", "C", "C", "N", "C", "C", "O", "C", "H", "H", "H", "H", "H", "H", "H", "H", "H", "H", "H", "H", "H", "H", "H"],
  "xyz": [[-15.980, -33.456, 5.685], [-10.481, -31.702, 9.013], [-9.599, -35.081, 4.669], [-10.187, -36.336, 5.421], [-9.951, -37.428, 4.987], [-10.935, -36.061, 6.498], [-9.345, -35.912, 7.432], [-11.200, -35.026, 6.600], [-11.707, -36.989, 7.270], [-10.326, -34.293, 4.585], [-9.214, -35.380, 3.676], [-8.778, -34.746, 5.274], [-12.794, -36.770, 7.237], [-11.247, -37.137, 8.292], [-11.541, -37.985, 6.889], [-17.153, -32.352, 2.486], [-17.913, -31.256, 1.989], [-17.697, -32.752, 3.798], [-17.127, -33.485, 1.602], [-15.793, -31.923, 2.683], [-13.063, -33.203, 7.389], [-13.701, -34.472, 7.021], [-11.635, -33.143, 6.915], [-13.828, -32.201, 6.589], [-13.159, -32.897, 8.813], [-8.679, -34.529, 8.830], [-7.622, -34.787, 9.844], [-10.043, -34.587, 9.248], [-8.447, -33.335, 8.026], [-8.482, -35.713, 7.818], [-12.469, -33.207, 11.778], [-11.782, -31.979, 11.660], [-10.885, -31.722, 12.707], [-9.663, -32.655, 12.738], [-8.832, -32.654, 11.563], [-7.546, -31.940, 11.704], [-6.805, -31.696, 10.394], [-7.677, -30.834, 9.602], [-7.126, -30.326, 8.398], [-13.404, -33.144, 11.243], [-12.608, -33.452, 12.858], [-11.958, -33.974, 11.226], [-11.383, -31.836, 13.669], [-10.625, -30.623, 12.641], [-10.004, -33.719, 12.759], [-9.165, -32.548, 13.689], [-8.721, -33.603, 11.282], [-6.884, -32.401, 12.498], [-7.815, -30.952, 12.097], [-6.556, -32.668, 9.895], [-5.904, -31.172, 10.665], [-7.971, -29.854, 7.825], [-6.689, -31.023, 7.711], [-6.444, -29.507, 8.600], [-4.327, -33.587, 6.224], [-4.374, -32.477, 5.356], [-5.182, -32.828, 4.261], [-5.326, -31.697, 3.239], [-5.921, -30.499, 3.981], [-5.789, -29.196, 3.402], [-6.857, -28.226, 3.989], [-6.671, -28.154, 5.390], [-7.656, -27.431, 6.067], [-3.980, -33.279, 7.223], [-3.585, -34.304, 5.896], [-5.278, -34.113, 6.321], [-6.173, -33.151, 4.640], [-4.653, -33.609, 3.766], [-6.000, -31.861, 2.414], [-4.388, -31.338, 2.764], [-5.444, -30.519, 4.867], [-6.128, -29.271, 2.378], [-4.734, -28.810, 3.535], [-7.861, -28.576, 3.789], [-6.660, -27.307, 3.400], [-8.200, -26.638, 5.460], [-7.134, -26.938, 6.918], [-8.434, -28.071, 6.524], [-20.439, -28.279, 12.553], [-19.107, -28.829, 12.614], [-19.125, -30.291, 12.840], [-17.704, -30.813, 12.744], [-17.217, -30.389, 11.458], [-15.816, -30.713, 11.098], [-14.807, -30.052, 12.028], [-14.713, -28.629, 11.938], [-14.272, -27.984, 13.126], [-21.098, -28.765, 13.256], [-20.829, -28.589, 11.578], [-20.412, -27.256, 12.739], [-19.764, -30.699, 12.039], [-19.523, -30.507, 13.823], [-17.666, -31.915, 12.690], [-17.011, -30.518, 13.607], [-17.297, -29.353, 11.366], [-15.635, -30.309, 10.099], [-15.683, -31.777, 11.143], [-13.862, -30.505, 11.772], [-14.959, -30.390, 13.072], [-13.447, -27.334, 12.863], [-13.902, -28.746, 13.820], [-15.064, -27.383, 13.618], [-18.896, -35.756, 4.698], [-17.456, -35.740, 4.885], [-16.776, -36.539, 3.917], [-15.283, -36.380, 3.882], [-14.860, -35.042, 3.429], [-13.451, -34.870, 3.244], [-12.870, -34.988, 1.864], [-13.026, -36.270, 1.372], [-12.451, -36.575, 0.047], [-19.162, -35.337, 3.732], [-19.320, -35.009, 5.390], [-19.356, -36.731, 4.896], [-17.187, -36.400, 2.932], [-16.941, -37.579, 4.199], [-14.876, -37.226, 3.374], [-14.846, -36.514, 4.896], [-15.424, -34.656, 2.689], [-12.882, -35.502, 3.878], [-13.260, -33.884, 3.584], [-11.815, -34.616, 1.851], [-13.369, -34.308, 1.196], [-12.703, -35.759, -0.655], [-12.943, -37.536, -0.133], [-11.362, -36.744, 0.114], [-15.456, -29.843, 5.384], [-16.345, -30.780, 6.038], [-16.797, -30.281, 7.292], [-17.590, -31.342, 7.998], [-16.778, -32.489, 8.326], [-17.503, -33.572, 9.037], [-16.735, -34.898, 8.934], [-16.770, -35.440, 7.643], [-16.252, -36.747, 7.611], [-15.110, -30.244, 4.446], [-14.574, -29.807, 6.092], [-15.853, -28.819, 5.305], [-17.445, -29.444, 7.026], [-15.943, -29.931, 7.894], [-18.421, -31.698, 7.392], [-17.963, -30.797, 8.892], [-16.034, -32.235, 8.943], [-18.456, -33.738, 8.472], [-17.680, -33.341, 10.098], [-17.189, -35.546, 9.689], [-15.652, -34.734, 9.168], [-16.897, -37.417, 8.197], [-15.237, -36.719, 7.988], [-16.242, -37.090, 6.554], [-12.448, -30.247, -2.253], [-12.648, -29.920, -0.858], [-13.992, -29.854, -0.571], [-14.233, -30.354, 0.869], [-13.639, -29.520, 1.924], [-12.842, -30.219, 2.889], [-11.589, -30.829, 2.327], [-10.612, -29.762, 2.119], [-9.492, -30.232, 1.419], [-12.793, -29.397, -2.916], [-12.952, -31.194, -2.547], [-11.362, -30.322, -2.344], [-14.665, -30.386, -1.329], [-14.296, -28.721, -0.630], [-13.996, -31.391, 1.061], [-15.331, -30.224, 1.001], [-13.194, -28.706, 1.511], [-13.378, -31.037, 3.337], [-12.440, -29.495, 3.646], [-11.705, -31.383, 1.413], [-11.166, -31.439, 3.151], [-8.904, -29.330, 1.159], [-9.693, -30.724, 0.435], [-8.901, -30.889, 2.159], [-15.302, -45.476, 2.384], [-14.672, -44.225, 2.384], [-13.297, -44.375, 2.820], [-12.582, -43.032, 2.690], [-13.189, -42.122, 3.670], [-12.781, -40.805, 3.533], [-13.369, -39.967, 4.647], [-14.790, -40.225, 4.618], [-15.392, -40.129, 5.871], [-14.800, -46.068, 1.668], [-16.358, -45.499, 2.079], [-15.370, -45.987, 3.339], [-12.866, -45.198, 2.241], [-13.415, -44.711, 3.843], [-12.552, -42.663, 1.655], [-11.549, -43.120, 3.007], [-14.190, -42.252, 3.605], [-13.032, -40.410, 2.516], [-11.739, -40.680, 3.639], [-13.155, -38.855, 4.562], [-13.006, -40.230, 5.640], [-15.438, -39.048, 6.126], [-14.918, -40.628, 6.733], [-16.401, -40.613, 5.725], [-9.854, -28.028, 10.605], [-10.972, -28.831, 10.280], [-12.113, -28.104, 9.743], [-13.061, -29.099, 9.032], [-12.373, -29.791, 7.983], [-11.782, -28.899, 6.894], [-10.993, -29.774, 5.956], [-9.878, -30.302, 6.638], [-9.241, -31.335, 5.857], [-10.062, -27.448, 11.569], [-9.721, -27.224, 9.841], [-8.939, -28.602, 10.724], [-11.639, -27.395, 9.027], [-12.633, -27.572, 10.584], [-14.026, -28.607, 8.690], [-13.311, -29.845, 9.783], [-13.050, -30.401, 7.552], [-11.138, -28.113, 7.383], [-12.552, -28.378, 6.334], [-10.671, -29.266, 5.080], [-11.620, -30.623, 5.658], [-8.682, -30.815, 5.070], [-9.957, -32.028, 5.371], [-8.686, -31.907, 6.574], [-8.222, -40.691, 6.725], [-9.338, -40.805, 7.557], [-10.338, -41.582, 6.880], [-11.582, -41.599, 7.722], [-11.879, -40.182, 8.139], [-12.933, -40.083, 9.128], [-13.149, -38.637, 9.659], [-12.000, -38.400, 10.516], [-12.050, -37.222, 11.240], [-7.787, -41.583, 6.256], [-7.420, -40.258, 7.323], [-8.445, -40.002, 5.922], [-10.114, -42.693, 6.762], [-10.547, -41.194, 5.898], [-11.484, -42.215, 8.670], [-12.475, -42.079, 7.246], [-11.086, -39.723, 8.661], [-12.790, -40.659, 10.055], [-13.844, -40.400, 8.692], [-14.057, -38.610, 10.225], [-13.304, -37.954, 8.833], [-11.796, -36.368, 10.652], [-11.238, -37.295, 11.942], [-13.018, -37.087, 11.754]],
  "mol_weight_da": 1839.1,
  "e_tot_ha": -6444.8071
}

***

(2)
{
  "formula": "C24H42BF3N3O12P",
  "method": "the ωB97M-V functional and the def2-TZVPD basis",
  "symbols": ["C", "C", "C", "C", "C", "N", "C", "N", "C", "C", "C", "P", "O", "O", "C", "C", "O", "C", "C", "N", "C", "C", "C", "C", "C", "C", "O", "C", "F", "F", "F", "H", "H", "H", "H", "H", "H", "H", "H", "H", "H", "H", "H", "H", "H", "H", "H", "H", "H", "H", "H", "H", "H", "H", "H", "H", "H", "H", "H", "H", "H", "H", "H", "H", "H", "H", "H", "H", "H", "H", "H", "H", "H", "B", "O", "C", "O", "C", "O", "O", "O", "C", "O", "C", "O", "O"],
  "xyz": [[7.682, 1.771, 1.501], [6.535, 1.154, 2.551], [5.628, 0.028, 1.708], [4.143, 0.679, 1.475], [3.438, 0.700, 2.992], [3.232, -0.073, 0.478], [2.137, 0.713, 0.076], [1.129, 0.244, -0.927], [-0.023, -0.544, -0.363], [-1.518, 0.016, -0.744], [-2.578, -1.212, -0.422], [-4.425, -0.696, -0.706], [-4.489, -0.047, -2.179], [-5.416, -2.129, -0.632], [-4.756, -3.221, 0.103], [-5.921, -4.314, 0.596], [-4.864, 0.529, 0.458], [-5.737, -0.004, 1.518], [-7.351, 0.274, 1.204], [1.930, 2.162, 0.546], [0.515, 2.511, 0.853], [-0.149, 1.786, 2.168], [-1.193, 2.920, 2.821], [2.515, 3.151, -0.438], [3.520, 4.271, 0.209], [3.158, 4.738, 1.737], [3.546, 5.515, -0.618], [3.534, -1.463, 0.029], [4.704, -1.357, -0.929], [3.847, -2.421, 1.165], [2.556, -2.240, -0.736], [8.360, 0.844, 1.217], [8.354, 2.596, 1.996], [7.186, 2.124, 0.474], [5.851, 2.095, 2.818], [7.007, 0.712, 3.527], [5.618, -0.951, 2.372], [6.249, -0.139, 0.702], [4.408, 1.780, 1.094], [2.825, 1.680, 3.169], [2.638, -0.185, 2.956], [4.184, 0.418, 3.848], [1.533, -0.155, -1.798], [0.136, -0.733, 0.805], [0.047, -1.634, -0.847], [-1.869, 0.928, -0.066], [-1.580, 0.364, -1.878], [-2.295, -2.223, -0.954], [-2.479, -1.428, 0.747], [-4.044, -3.818, -0.612], [-4.226, -2.875, 1.103], [-6.859, -3.644, 0.883], [-5.530, -4.789, 1.619], [-6.157, -5.123, -0.215], [-5.499, 0.608, 2.514], [-5.562, -1.134, 1.779], [-7.716, 1.114, 1.940], [-8.025, -0.669, 1.399], [-7.410, 0.697, 0.112], [-0.188, 2.381, -0.103], [0.483, 3.684, 1.080], [0.612, 1.536, 3.021], [-0.861, 0.867, 1.897], [-1.467, 3.773, 2.050], [-0.779, 3.414, 3.797], [-2.210, 2.368, 3.075], [3.092, 2.513, -1.253], [1.604, 3.687, -0.964], [4.645, 3.873, 0.203], [2.522, 5.735, 1.798], [2.632, 3.928, 2.398], [4.188, 4.998, 2.280], [4.187, 6.135, -0.135], [-2.225, -3.752, -5.026], [-1.631, -4.397, -6.202], [-0.450, -3.801, -6.416], [0.311, -4.097, -7.322], [-0.231, -2.779, -5.426], [0.749, -2.056, -5.345], [-1.273, -2.728, -4.585], [-3.523, -3.155, -5.356], [-4.432, -3.735, -4.559], [-5.623, -3.468, -4.573], [-3.789, -4.699, -3.705], [-4.339, -5.396, -2.867], [-2.474, -4.730, -3.962]],
  "mol_weight_da": 663.4,
  "e_tot_ha": -2672.3828
}

***

(3)
{
  "formula": "C25H49Cl20I2NO4P",
  "method": "the ωB97M-V functional and the def2-TZVPD basis",
  "symbols": ["C", "C", "I", "C", "I", "C", "N", "P", "O", "O", "C", "O", "O", "H", "H", "H", "H", "H", "H", "H", "H", "H", "Cl", "C", "C", "Cl", "H", "H", "H", "H", "Cl", "C", "C", "Cl", "H", "H", "H", "H", "Cl", "C", "C", "Cl", "H", "H", "H", "H", "Cl", "C", "C", "Cl", "H", "H", "H", "H", "Cl", "C", "C", "Cl", "H", "H", "H", "H", "Cl", "C", "C", "Cl", "H", "H", "H", "H", "Cl", "C", "C", "Cl", "H", "H", "H", "H", "Cl", "C", "C", "Cl", "H", "H", "H", "H", "Cl", "C", "C", "Cl", "H", "H", "H", "H", "Cl", "C", "C", "Cl", "H", "H", "H", "H"],
  "xyz": [[2.874, 2.795, 3.060], [1.989, 1.550, 3.366], [-0.081, 2.279, 3.617], [1.971, 0.465, 2.195], [2.453, 1.288, 0.256], [2.794, -0.811, 2.608], [2.080, -2.062, 2.159], [1.270, -2.812, 3.513], [2.397, -3.209, 4.698], [0.090, -1.784, 4.182], [4.304, -0.785, 2.207], [5.137, -0.578, 3.106], [4.704, -1.007, 1.017], [2.437, 3.447, 2.274], [2.908, 3.404, 3.999], [3.920, 2.474, 2.844], [2.227, 1.074, 4.345], [0.904, 0.137, 2.135], [2.775, -0.853, 3.731], [1.354, -1.831, 1.475], [3.135, -3.676, 4.268], [0.551, -1.153, 4.773], [-0.187, 5.576, 1.308], [-0.221, 6.099, 3.012], [0.869, 7.096, 3.331], [2.495, 6.370, 3.278], [-0.148, 5.210, 3.637], [-1.197, 6.557, 3.181], [0.729, 7.483, 4.340], [0.855, 7.937, 2.638], [7.443, 0.585, -2.578], [6.779, -0.841, -1.733], [7.773, -1.973, -1.656], [8.104, -2.697, -3.257], [5.867, -1.143, -2.245], [6.511, -0.518, -0.724], [7.375, -2.767, -1.026], [8.721, -1.643, -1.234], [-5.223, 7.325, 0.319], [-4.197, 5.987, 0.905], [-4.194, 5.891, 2.412], [-3.359, 7.274, 3.165], [-3.192, 6.132, 0.510], [-4.601, 5.069, 0.478], [-3.664, 4.991, 2.724], [-5.205, 5.848, 2.814], [2.424, -7.758, 1.812], [0.689, -7.454, 1.520], [0.464, -6.279, 0.599], [0.920, -4.729, 1.353], [0.206, -7.306, 2.485], [0.281, -8.361, 1.070], [-0.594, -6.207, 0.344], [1.028, -6.385, -0.322], [-3.098, 10.609, 2.583], [-4.822, 10.900, 2.258], [-5.037, 12.033, 1.282], [-4.590, 13.614, 1.975], [-5.318, 11.091, 3.208], [-5.225, 9.975, 1.843], [-6.092, 12.093, 1.014], [-4.460, 11.889, 0.370], [-0.844, 3.768, -2.174], [-1.065, 2.352, -1.113], [-2.502, 1.892, -1.066], [-3.566, 3.053, -0.229], [-0.691, 2.611, -0.123], [-0.439, 1.555, -1.514], [-2.570, 0.956, -0.518], [-2.900, 1.732, -2.067], [-0.627, -7.243, -2.392], [-2.353, -6.930, -2.690], [-2.560, -5.744, -3.600], [-2.095, -4.210, -2.819], [-2.844, -6.787, -1.727], [-2.765, -7.829, -3.151], [-3.616, -5.659, -3.861], [-1.989, -5.841, -4.521], [2.314, -5.232, -4.047], [3.485, -5.238, -2.700], [3.992, -6.629, -2.393], [2.722, -7.669, -1.698], [3.005, -4.786, -1.833], [4.316, -4.601, -3.001], [4.794, -6.574, -1.657], [4.380, -7.120, -3.284], [-3.275, -3.482, 0.145], [-5.000, -3.159, -0.149], [-5.210, -1.980, -1.070], [-4.740, -0.434, -0.316], [-5.485, -3.008, 0.814], [-5.418, -4.058, -0.604], [-6.266, -1.896, -1.327], [-4.641, -2.090, -1.992], [-1.786, -4.750, -6.787], [-0.338, -3.826, -6.302], [-0.258, -2.485, -6.991], [0.055, -2.644, -8.739], [0.538, -4.437, -6.511], [-0.402, -3.682, -5.222], [0.564, -1.905, -6.573], [-1.178, -1.915, -6.864]],
  "mol_weight_da": 1421.5,
  "e_tot_ha": -11478.4128,
  "charge": -1,
  "relative_energy_kcal_mol": 0.0
}

***

| no. | lowest unoccupied orbital energy (eV) |
| --- | --- |
| 1 | -0.002 |
| 2 | -3.478 |
| 3 | 1.566 |